C39H61F24N4O28P | ωB97M-V/def2-TZVPD

Geometry as XYZ:
```
157
Properties=species:S:1:pos:R:3:forces:R:3:lowdin_charge:R:1
C 1.0712 4.5200 0.4582 -0.5480 -0.8946 -0.1938 0.033
N 1.9949 4.4111 1.5996 0.2857 1.1674 0.6130 -0.432
O 3.1389 4.7824 1.4362 0.1080 -0.3549 -0.2712 0.072
O 1.5259 4.1237 2.6830 -0.0670 -0.5036 -0.0119 0.048
H 1.5547 4.0993 -0.4168 0.1332 0.3665 -0.0615 0.086
H 0.7732 5.5603 0.3706 0.2087 0.0382 -0.0879 0.109
H 0.2267 3.8804 0.6890 -0.0947 0.1761 0.0114 0.071
C 2.9197 2.4620 7.9526 0.0330 -0.3430 -0.4650 0.066
N 2.4947 1.6352 6.7664 0.1176 0.3826 0.7364 -0.435
O 3.3627 1.2788 6.0033 -0.1753 -0.0226 -0.3746 0.065
O 1.3192 1.3426 6.7101 -0.1100 -0.0958 -0.4004 0.057
H 2.6915 3.5105 7.7814 -0.1101 -0.0624 -0.2557 0.100
H 3.9917 2.3069 8.0159 -0.0531 0.0401 0.3862 0.094
H 2.3174 2.0829 8.7704 0.2784 0.0555 0.2150 0.096
C 6.1386 -0.1445 4.4446 0.2712 0.5671 -0.4110 0.050
N 6.6350 0.6607 5.6088 0.0061 -0.5200 -0.1486 -0.451
O 6.3320 0.2695 6.7135 -0.1563 0.0335 0.3008 0.048
O 7.3406 1.6194 5.3778 -0.1517 0.0919 -0.0655 0.061
H 5.1246 0.1640 4.2026 -0.0571 0.0187 0.2887 0.081
H 6.1735 -1.2007 4.6816 0.0223 0.0522 0.1401 0.098
H 6.7881 0.1400 3.6223 -0.0274 -0.2554 -0.0724 0.095
C -6.6774 -1.0477 2.5646 1.1555 -0.3734 -0.3206 0.071
N -5.8503 -0.6892 1.3457 -0.5360 -0.8962 0.5656 -0.417
O -4.8724 -0.0009 1.5262 -0.0594 0.3395 -0.1757 0.046
O -6.1800 -1.2162 0.3065 0.1092 0.3806 -0.1709 0.081
H -7.1381 -1.9954 2.3118 -0.5802 0.3029 0.0319 0.095
H -7.3153 -0.2117 2.8237 -0.1814 -0.1135 -0.0827 0.100
H -5.9295 -1.2428 3.3302 -0.1451 0.2839 0.1975 0.083
C -0.4950 -0.6580 -1.4499 0.4903 -0.1064 0.4064 -0.082
O -0.2353 -0.7837 -0.0366 -0.0237 0.8660 0.7178 -0.193
P 0.1687 0.5127 0.8217 -0.0442 -1.3769 0.2610 0.417
O 0.7538 1.6065 0.0422 -0.1234 0.1336 0.0358 -0.212
O -1.1368 0.8740 1.6439 0.5231 -0.0776 0.1065 -0.224
C -2.2131 1.6140 1.0794 0.2646 0.4645 -0.6150 -0.095
O 1.0707 -0.1579 1.9550 -0.8004 0.1005 -0.7272 -0.209
C 1.4244 0.5880 3.1246 0.3229 0.7188 0.5008 -0.075
H 0.3788 -1.1140 -1.9110 -0.2454 0.1295 -0.5616 0.085
H -0.6384 0.3833 -1.7436 0.5179 -0.0066 0.0779 0.073
H -1.4230 -1.1730 -1.6843 0.7352 -0.3508 0.2942 0.037
H -2.4052 2.4624 1.7359 -0.2787 -0.2923 0.1253 0.093
H -3.0664 0.9556 0.9218 0.0678 0.2321 0.2723 0.060
H -1.9558 2.0540 0.1077 0.3464 -0.2484 0.1660 0.084
H 0.9642 1.5745 3.2015 -0.1598 -0.0350 -0.4598 0.068
H 2.4997 0.7503 3.1136 0.0415 -0.2132 0.0943 0.090
H 1.1152 0.0681 4.0290 0.2285 -0.3329 -0.1534 0.073
C -5.6394 2.2944 5.1068 -0.1350 -0.2341 -0.0332 -0.065
C -4.7524 3.3957 5.6471 -0.1849 -0.3055 0.3512 -0.189
O -3.4547 3.3011 5.0518 0.3105 -0.9973 -0.5496 0.027
C -2.5062 4.1386 5.4008 -0.0563 0.6587 -0.3684 -0.405
O -2.6156 5.1001 6.0952 -0.1483 0.2381 0.6391 0.181
C -1.1739 3.8927 4.6578 -0.5878 -0.5286 -0.2020 -0.558
F -0.1647 4.0692 5.4890 0.3065 -0.0186 0.0052 0.188
F -1.1189 2.6629 4.1253 0.2278 -0.0332 0.1747 0.144
F -1.0857 4.7552 3.6462 0.0162 0.3220 -0.0338 0.170
H -5.5884 2.2213 4.0202 -0.1992 0.2650 -0.0405 0.077
H -6.6507 2.5159 5.4534 -0.0922 0.0570 -0.3284 0.083
H -5.4334 1.2900 5.4815 0.4446 0.1757 0.1932 0.073
H -4.6407 3.2543 6.7232 0.0062 0.3842 0.0259 0.136
H -5.1775 4.3720 5.4195 0.0975 0.0685 0.1364 0.133
C -3.5691 -1.3667 -1.7547 -1.3637 -1.0577 -0.9281 -0.060
C -3.3765 -0.0866 -2.5198 0.2775 0.3393 0.2115 -0.176
O -4.0460 0.9316 -1.7416 -0.3917 -0.1062 0.9857 0.046
C -3.8474 2.1929 -2.0156 -0.1030 0.0659 -0.8980 -0.374
O -3.2182 2.6123 -2.9452 -1.0999 -0.0904 2.4245 0.169
C -4.5856 3.1349 -1.0406 0.0052 -0.1442 -0.1703 -0.524
F -3.8232 3.3182 0.0536 -0.5940 0.2588 -0.1010 0.138
F -4.7959 4.3224 -1.6016 0.0446 -0.1715 0.0944 0.182
F -5.7659 2.6201 -0.6819 0.1220 0.1455 0.2255 0.170
H -4.5979 -1.7191 -1.8758 -0.1414 0.3456 0.1738 0.084
H -3.4085 -1.3193 -0.6817 0.4510 0.2235 -0.0389 0.086
H -3.0293 -2.1868 -2.2334 0.4402 0.1673 0.2297 0.077
H -3.8124 -0.0751 -3.5175 -0.0558 -0.2324 0.0193 0.140
H -2.3178 0.1652 -2.6142 -0.5759 0.2358 -0.0791 0.073
C 3.0686 1.0593 -6.6093 0.4378 -0.2217 -1.4352 -0.055
C 1.7231 1.6567 -6.9609 0.9062 -0.2284 -0.1690 -0.195
O 0.9185 1.7914 -5.7764 -0.5608 -0.4320 0.5885 0.037
C -0.3173 2.2235 -5.9572 0.7524 0.2249 0.5558 -0.394
O -0.7351 2.7550 -6.9380 0.1365 0.8224 -0.0350 0.142
C -1.2360 1.9517 -4.7364 0.3919 0.6427 -0.0234 -0.519
F -2.2145 2.8369 -4.6928 1.6012 0.0331 -2.4739 0.139
F -1.7531 0.7172 -4.8499 -0.1520 -0.1113 -0.2515 0.157
F -0.5499 1.9920 -3.5840 -0.1339 0.0675 -0.1074 0.154
H 3.5221 0.8521 -7.5896 0.0577 0.3979 -0.0869 0.090
H 3.0906 0.0405 -6.2263 -0.4501 0.3229 0.8231 0.077
H 3.7505 1.7600 -6.1356 -0.1061 -0.2190 0.4642 0.073
H 1.2338 0.9692 -7.6511 -0.1464 0.6258 0.0828 0.102
H 1.8841 2.6431 -7.3938 -0.2562 -0.0054 -0.1012 0.134
C -2.7229 -0.1996 4.0549 0.1415 0.6326 0.5990 -0.037
C -1.6608 -1.2191 4.3671 0.5382 0.0126 -0.8165 -0.175
O -1.6404 -1.4612 5.7775 -1.3309 0.6038 0.8064 0.054
C -1.0884 -2.5431 6.2512 1.1188 0.4618 -0.5953 -0.402
O -0.4645 -3.3300 5.6036 0.0464 -0.7093 0.1524 0.166
C -1.1957 -2.6408 7.7825 -0.5276 -0.2493 0.1164 -0.549
F -1.8648 -3.7751 8.0544 0.1079 0.0017 0.1754 0.158
F -0.0059 -2.6925 8.3700 0.1706 -0.1408 -0.1978 0.182
F -1.8652 -1.6287 8.3247 -0.1566 0.1573 0.0110 0.171
H -3.6892 -0.5843 4.3815 -0.1221 0.0951 -0.1735 0.074
H -2.7284 0.1055 3.0112 -0.1022 -0.6241 0.0684 0.050
H -2.5187 0.7364 4.5804 -0.1118 -0.1580 0.2330 0.072
H -0.6531 -0.8713 4.1312 -0.1877 -0.0331 -0.3221 0.109
H -1.8544 -2.1370 3.8090 0.1268 -0.1350 0.2994 0.123
C 3.3049 -4.5103 -4.4373 -0.5709 -1.1905 -0.0730 -0.043
C 3.0083 -3.7004 -3.2009 1.2179 0.7141 0.4030 -0.213
O 1.6364 -3.6560 -2.8180 -0.9287 0.5634 -0.3884 0.021
C 1.0806 -4.5931 -2.0808 0.4586 -0.3015 -0.4761 -0.395
O 1.6397 -5.5127 -1.5716 0.0576 -0.3265 0.4713 0.180
C -0.4718 -4.4767 -2.0496 0.7755 0.0575 0.3942 -0.530
F -0.9111 -4.0710 -0.8536 0.0254 0.0962 0.0565 0.166
F -0.9094 -3.6090 -2.9621 -0.3556 -0.3693 0.0334 0.150
F -0.9651 -5.6957 -2.2668 -0.2915 0.2341 -0.3038 0.178
H 3.1562 -5.5676 -4.1911 0.4255 -0.0200 0.1406 0.085
H 4.3353 -4.3554 -4.7507 0.0024 -0.0037 0.0828 0.079
H 2.6500 -4.4198 -5.3054 -0.0681 0.8637 0.1560 0.073
H 3.3133 -2.6562 -3.2862 -0.5038 0.0063 -0.3920 0.103
H 3.6564 -4.0285 -2.3846 -0.4170 -0.4417 0.1319 0.124
C -2.3472 0.9465 -8.2700 -0.0251 -1.7897 -0.4977 -0.029
C -2.0141 -0.5191 -8.5598 -0.5164 0.3661 -0.4927 -0.177
O -1.8427 -1.2574 -7.3332 -0.0175 -0.4591 0.0164 0.043
C -0.6314 -1.3212 -6.8176 -0.8987 0.1794 -0.6517 -0.387
O 0.3351 -0.7635 -7.2430 0.4251 -0.3668 0.2405 0.155
C -0.6185 -2.2474 -5.5939 0.6999 -0.1811 0.2692 -0.553
F -1.7763 -2.8513 -5.3861 -0.2896 0.1225 0.1058 0.184
F 0.3106 -3.1931 -5.7646 0.1145 -0.1463 -0.2349 0.170
F -0.2633 -1.5562 -4.5067 -0.1909 0.2208 0.0730 0.160
H -3.3135 0.9645 -7.7700 -0.0377 0.2717 0.0564 0.091
H -2.4343 1.3733 -9.2692 0.0607 0.6331 0.2543 0.094
H -1.5759 1.3843 -7.6478 -0.5888 -0.1259 -0.8269 0.030
H -1.1749 -0.6502 -9.2432 0.4229 0.1129 0.4879 0.125
H -2.8368 -1.0069 -9.0830 -0.1779 -0.0801 0.3513 0.123
C 0.1933 -4.0725 2.6699 -0.7825 -0.2076 -0.0401 -0.057
C 1.6817 -4.0947 2.6926 0.4910 -1.3419 1.0586 -0.205
O 2.1867 -3.4789 1.5159 0.0886 0.8579 -0.6054 0.045
C 3.1657 -2.5928 1.6468 -0.2048 -1.3647 0.0180 -0.394
O 3.8363 -2.4540 2.6192 0.5179 0.7464 0.5191 0.168
C 3.4585 -1.8708 0.3268 -0.3956 -0.1882 -0.4645 -0.550
F 3.6660 -0.5858 0.5557 0.0236 0.2950 -0.0751 0.186
F 4.5213 -2.3758 -0.2964 0.6056 -0.1806 0.3153 0.176
F 2.4538 -2.0250 -0.5460 -0.3947 0.4155 -0.0081 0.155
H -0.1920 -4.4845 1.7354 0.1380 0.1624 -0.1194 0.077
H -0.2241 -3.0786 2.8265 0.1329 -0.0281 -0.0882 0.056
H -0.1842 -4.7309 3.4528 0.0579 0.1721 0.1422 0.081
H 2.0226 -5.1373 2.7284 0.0110 0.0578 -0.5522 0.135
H 2.1356 -3.7138 3.6104 -0.2222 0.6900 -0.2806 0.127
C 2.2582 1.2725 -2.6738 -0.3825 -0.5810 1.2378 -0.060
C 3.6358 1.6378 -3.1213 -0.1189 0.6506 0.0745 -0.186
O 4.2810 0.5284 -3.7499 0.2956 -0.6392 -0.1590 0.019
C 5.1662 -0.1542 -3.0345 0.1390 0.2767 -0.8335 -0.400
O 5.6034 0.0845 -1.9589 -0.0155 0.2217 0.8130 0.185
C 5.7320 -1.3420 -3.8379 0.1018 -0.4473 1.2694 -0.552
F 7.0145 -1.1309 -4.1290 -0.1207 0.4007 -0.8418 0.182
F 5.7521 -2.4365 -3.0558 -0.3463 -0.1320 0.0843 0.146
F 4.9892 -1.6190 -4.8955 0.3362 -0.0602 -0.7378 0.175
H 1.8109 2.1478 -2.2006 -0.2156 -0.0022 -0.2784 0.073
H 2.2771 0.5432 -1.8563 0.3268 0.0476 0.0040 0.065
H 1.5891 0.8250 -3.4053 0.2725 0.4233 -0.4491 0.067
H 4.2568 1.9762 -2.2889 -0.1320 -0.0247 -0.0410 0.131
H 3.5768 2.4404 -3.8597 0.2365 -0.1917 -0.1130 0.121
```
Positions in Å, forces in eV/Å.

Summary:
Lowest unoccupied orbital energy = -0.312 eV
HOMO energy = -10.66 eV
2S+1 = 1